DFT (the ωB97M-V functional and the def2-TZVPD basis) results for a cluster of 11 separate species, C29H54Cl23N2 in total in a non-equilibrium geometry.

Geometry (Å):
1 C -0.460 2.401 -1.707
2 C -0.670 0.970 -2.346
3 C -1.730 0.053 -1.599
4 Cl -2.404 0.811 -0.058
5 C -1.266 -1.414 -1.336
6 C -2.186 -2.456 -1.713
7 N -1.527 -3.677 -1.356
8 C -0.318 -3.315 -0.781
9 N -0.089 -1.961 -0.754
10 C 1.075 -1.201 -0.261
11 Cl 0.688 0.075 0.956
12 C 2.218 -2.107 0.351
13 C 1.810 -2.846 1.696
14 Cl 2.947 -3.253 -0.886
15 H 0.377 2.949 -2.237
16 H -0.172 2.352 -0.625
17 H -1.362 3.070 -1.802
18 H -1.047 1.158 -3.398
19 H 0.332 0.474 -2.462
20 H -2.627 -0.022 -2.281
21 H -3.197 -2.368 -2.171
22 H -1.880 -4.632 -1.489
23 H 0.366 -4.114 -0.414
24 H 1.523 -0.678 -1.152
25 H 3.057 -1.401 0.619
26 H 0.909 -2.377 2.189
27 H 1.567 -3.930 1.549
28 H 2.656 -2.690 2.426
29 Cl 1.728 3.843 -4.805
30 C 0.220 4.591 -5.394
31 C -0.093 5.885 -4.679
32 Cl -0.531 5.613 -2.973
33 H -0.585 3.865 -5.280
34 H 0.356 4.780 -6.459
35 H -0.946 6.373 -5.152
36 H 0.752 6.574 -4.707
37 Cl 1.283 -2.772 5.042
38 C 0.608 -4.412 5.220
39 C 1.670 -5.438 5.540
40 Cl 2.773 -5.711 4.165
41 H 0.077 -4.661 4.301
42 H -0.120 -4.366 6.031
43 H 1.202 -6.397 5.765
44 H 2.269 -5.141 6.398
45 Cl -3.259 -6.848 0.063
46 C -2.543 -7.929 -1.160
47 C -1.138 -8.353 -0.796
48 Cl 0.011 -6.992 -0.873
49 H -2.569 -7.415 -2.121
50 H -3.187 -8.806 -1.226
51 H -0.785 -9.106 -1.500
52 H -1.091 -8.776 0.207
53 Cl 2.634 -3.650 8.416
54 C 3.036 -2.116 9.228
55 C 3.203 -0.984 8.239
56 Cl 4.657 -1.186 7.224
57 H 3.937 -2.271 9.821
58 H 2.215 -1.893 9.911
59 H 3.320 -0.039 8.774
60 H 2.344 -0.897 7.582
61 Cl -0.254 2.756 -8.633
62 C -1.985 2.757 -9.055
63 C -2.542 4.161 -9.187
64 Cl -2.612 5.005 -7.617
65 H -2.519 2.182 -8.297
66 H -2.078 2.232 -10.007
67 H -3.562 4.121 -9.568
68 H -1.947 4.766 -9.869
69 Cl 2.521 2.817 9.757
70 C 2.507 3.374 8.064
71 C 1.234 2.988 7.344
72 Cl 1.115 1.227 7.085
73 H 3.388 2.967 7.568
74 H 2.600 4.460 8.088
75 H 1.210 3.454 6.360
76 H 0.350 3.308 7.894
77 Cl 0.379 5.603 5.807
78 C -1.298 5.814 5.243
79 C -2.022 4.494 5.100
80 Cl -1.372 3.512 3.762
81 H -1.272 6.362 4.302
82 H -1.805 6.435 5.983
83 H -3.074 4.672 4.879
84 H -1.960 3.902 6.013
85 Cl 8.946 -0.032 11.243
86 C 7.590 -1.007 10.626
87 C 6.409 -0.153 10.223
88 Cl 5.619 0.610 11.627
89 H 7.317 -1.731 11.393
90 H 7.962 -1.553 9.758
91 H 5.655 -0.770 9.735
92 H 6.703 0.636 9.531
93 Cl -3.433 -0.044 -6.656
94 C -2.725 -1.147 -7.865
95 C -1.322 -1.575 -7.494
96 Cl -0.162 -0.228 -7.595
97 H -2.749 -0.648 -8.834
98 H -3.376 -2.021 -7.916
99 H -0.975 -2.343 -8.186
100 H -1.282 -1.982 -6.484
101 Cl -3.720 2.434 -11.836
102 C -5.451 2.434 -12.261
103 C -6.006 3.835 -12.392
104 Cl -6.077 4.677 -10.824
105 H -5.985 1.860 -11.504
106 H -5.544 1.910 -13.213
107 H -7.026 3.793 -12.775
108 H -5.410 4.440 -13.074

Output
Frontier orbital gap (eV): 8.860
Charge: +1
Spin multiplicity: 1
LUMO (eV): -2.787
Highest occupied orbital energy (Eh): -0.4280
Max |F| (Eh/bohr): 0.0742

Atomic partial charges in e from the Löwdin method, atoms 1 to 8: -0.18, -0.23, -0.56, 0.58, -0.18, 0.05, 0.12, -0.03